The following is a DFT calculation (the ωB97M-V functional and the def2-TZVPD basis) of one molecule with the formula C16H26ClNO2.

```
46
Properties=species:S:1:pos:R:3:forces:R:3
C -4.39082 0.40891 -2.37284 0.2842 0.2176 0.0347
C -3.14281 1.26842 -2.59966 -0.0994 -0.0970 -0.1489
N -2.76831 2.17252 -1.52397 0.0431 0.1518 0.1572
C -3.75504 3.19998 -1.22469 0.0411 0.1171 -0.0962
C -4.08678 4.07499 -2.42790 -0.0002 -0.1790 0.2605
C -2.33728 1.50763 -0.30581 0.3008 -0.1842 -0.1461
C -1.12772 0.59747 -0.51163 -0.1238 0.2751 0.2714
O -1.57570 -0.69957 -0.86356 -0.2610 0.0520 0.0369
C -0.56422 -1.58289 -1.25858 0.3282 -0.2262 0.2556
C 0.35469 -2.03149 -0.11361 -0.3688 -0.1367 -0.3083
O 1.41427 -1.10438 -0.00255 0.2038 0.1629 0.0437
C 2.39386 -1.33320 0.91556 0.1966 0.0693 0.0942
C 3.45586 -0.43009 0.90377 -0.1744 -0.1220 -0.0128
C 4.51518 -0.55622 1.78317 -0.0470 -0.0447 0.0045
C 5.65914 0.40754 1.76065 -0.0298 0.0088 -0.0229
C 4.49030 -1.61320 2.69119 -0.2612 -0.0668 -0.1263
Cl 5.80871 -1.79411 3.80448 0.1852 -0.0251 0.1576
C 3.44468 -2.52621 2.73246 0.2086 0.1109 0.0457
C 3.44609 -3.64754 3.72369 -0.0210 0.0033 -0.0197
C 2.39670 -2.37612 1.83232 -0.2231 0.0505 -0.2081
H -4.57385 -0.19696 -3.25676 -0.0645 -0.0862 -0.0732
H -4.24076 -0.25714 -1.52760 -0.0719 -0.1024 0.0823
H -5.26887 1.02457 -2.19218 -0.1440 0.0137 0.0180
H -2.29647 0.60393 -2.77421 -0.0062 0.0559 -0.1148
H -3.27433 1.87310 -3.49948 0.0518 -0.0803 -0.0228
H -3.31588 3.83604 -0.44932 -0.0886 -0.0754 0.0122
H -4.68628 2.77655 -0.80923 0.0511 0.0411 0.0394
H -4.63819 4.95140 -2.09534 -0.0736 0.0763 -0.0270
H -3.17017 4.40154 -2.91160 0.0922 0.0558 -0.0877
H -4.69957 3.54589 -3.15261 -0.0669 -0.0076 -0.1248
H -3.13662 0.90683 0.15859 0.0359 0.0420 0.0826
H -2.05364 2.29212 0.40146 -0.0507 -0.0729 0.0050
H -0.48056 1.00546 -1.29940 -0.0106 -0.0059 0.0350
H -0.54485 0.55132 0.41742 -0.0216 0.0031 -0.1036
H -1.08698 -2.45371 -1.66120 0.1326 0.0196 0.0083
H 0.06127 -1.13586 -2.04539 -0.0462 -0.0894 0.0053
H 0.75350 -3.02997 -0.33639 -0.0137 0.0676 0.0533
H -0.22687 -2.07597 0.81655 0.0530 -0.0365 -0.0627
H 3.43453 0.37383 0.18531 0.0190 0.1214 -0.1020
H 5.76029 0.89681 2.72851 0.0703 0.0517 0.0226
H 5.50973 1.16388 0.99570 0.0015 0.0604 -0.0507
H 6.59120 -0.11960 1.56040 0.0807 0.0404 0.0094
H 4.32012 -4.28066 3.57583 0.0262 -0.0664 0.0601
H 2.55061 -4.25464 3.62417 -0.0568 -0.0449 -0.0026
H 3.49478 -3.25356 4.73805 0.0130 -0.0556 0.0725
H 1.58707 -3.08763 1.86622 -0.0937 -0.0629 -0.0068
```
Forces are in eV/Å.

Calculated values
E = -1290.6714 Ha
LUMO energy = 0.771 eV
HOMO-LUMO gap = 9.02 eV
HOMO level = -8.25 eV
SMILES = CCN(CC)CCOCCOc1cc(C)c(Cl)c(C)c1

---

The following is a DFT calculation (the ωB97M-V functional and the def2-TZVPD basis) of C16H26ClO4PSeSiSn as an isolated structure in a non-equilibrium geometry.

```
51
Properties=species:S:1:pos:R:3:forces:R:3
Sn 1.59916 -2.56566 -1.96519 -0.4047 -0.5580 -0.4270
C 3.92104 -0.71780 4.25737 -0.4483 1.0399 0.5488
C 2.68593 -0.23930 3.47659 2.0145 -0.5090 -0.4426
C 1.46744 0.00715 4.03277 -0.5298 -0.3733 1.5083
C 0.36657 0.42928 3.29396 -0.6129 -0.1124 0.4227
Cl -1.22589 0.50087 4.02184 0.4986 0.1545 -0.1464
C 0.52540 0.71369 1.96039 -0.3602 0.1243 -0.4999
C 1.74734 0.44549 1.39753 0.7466 -0.2541 -1.0187
C 2.79357 -0.10373 2.09509 0.4665 0.9099 0.0995
O 4.02504 -0.32588 1.50040 -0.6890 -0.5459 1.2183
C 4.09975 -0.26232 0.13802 0.9903 0.1601 -0.5292
C 3.22030 -1.21607 -0.63505 0.7024 1.4236 0.2900
O 2.58720 -2.19165 -0.14915 0.0627 -0.3732 0.5193
O 3.07732 -0.93382 -1.86477 -0.6043 -0.4417 -0.5184
H 3.84754 -1.80272 4.32115 0.6076 -0.0622 -0.2103
H 3.93203 -0.35188 5.30831 -0.3708 -0.1510 -0.6768
H 4.86044 -0.31013 3.81816 -0.7289 -0.8068 0.0800
H 1.43625 -0.21396 5.10840 -0.5866 0.3545 -0.4464
H -0.21544 1.11866 1.26917 -0.2194 -0.4021 1.0107
H 1.92824 0.65051 0.35139 -0.3784 0.2012 -0.1925
H 5.16090 -0.56282 -0.07245 -0.8369 0.5534 -0.3166
H 3.85945 0.76020 -0.26113 0.5496 -0.7889 0.1375
C 1.27778 1.74749 -2.68893 -0.8418 -0.0747 0.0334
P -0.41302 1.39675 -2.19627 -0.5927 1.0963 0.4954
C -1.53189 1.72354 -3.53544 1.1742 -0.2496 -1.3556
C -0.86472 2.43753 -0.80204 0.0936 -0.2754 0.3219
H 1.26729 2.38798 -3.58541 0.0887 0.1408 0.6333
H 1.74689 0.82400 -2.97191 0.6088 -0.3244 0.1163
H 1.66385 2.18808 -1.76377 0.6571 0.0705 -0.5804
H -1.24440 2.68887 -4.04323 -0.5710 -0.9999 0.4738
H -2.54919 1.65627 -3.22642 -0.8088 0.4019 0.3466
H -1.39624 0.84689 -4.20605 0.0285 0.7384 -0.0726
H -0.90422 3.47667 -1.04450 -0.0216 0.8145 -0.5251
H -0.16733 2.35584 0.04400 -0.2240 -0.1459 -0.4558
H -1.86985 2.12778 -0.50467 0.1925 0.0602 0.1763
O -0.31701 -3.60199 1.71151 1.0412 0.3569 -2.2539
C 0.12445 -3.43447 0.67487 -0.9944 -0.3623 2.1439
C -4.17035 -0.90863 -2.60041 -0.3979 -0.4774 0.1104
Si -3.22452 -0.75468 -0.98044 -0.7925 -0.4649 -0.3816
C -3.16915 -2.32629 -0.03439 -0.4908 1.1186 1.9474
C -3.96885 0.70028 -0.13896 1.6266 0.4701 1.1604
Se -0.76959 -0.60480 -1.43194 0.0556 -0.6015 0.1570
H -5.19292 -1.39799 -2.32788 1.7650 0.7862 -0.6716
H -3.65550 -1.42170 -3.43015 -0.3615 -0.3887 0.5807
H -4.33615 0.08239 -3.02605 -0.4082 0.1187 0.2615
H -4.14398 -2.54530 0.43702 0.0238 0.0233 -0.7137
H -2.53652 -2.36165 0.84926 0.3692 0.4947 0.0283
H -2.84280 -3.10281 -0.63629 0.2714 -1.7973 -1.3327
H -4.97679 0.40273 0.05017 -0.9593 -0.2298 0.0123
H -3.96732 1.52016 -0.82829 -0.3052 0.6315 -0.3976
H -3.56753 1.06895 0.83378 -0.0947 -0.4738 -0.6685
```
Forces are in eV/Å.

Calculated values
E = -4632.5078 Ha
LUMO energy = -7.488 eV
net charge = +2
HOMO-LUMO gap = 6.09 eV
HOMO level = -13.58 eV

---

The following is a DFT calculation (the ωB97M-V functional and the def2-TZVPD basis) of C16H26F12N2O22S4Zr as an isolated structure in a non-equilibrium geometry.

```
83
Properties=species:S:1:pos:R:3:forces:R:3
Zr 1.50995 4.50373 -22.77126 1.9229 -1.8044 -0.6274
C -1.28744 6.11468 -19.63932 -0.4389 -1.3576 -0.2535
F -1.03833 4.83066 -19.38209 0.8927 0.0683 -0.1320
F -2.40321 6.05692 -20.41056 0.8448 1.1821 0.5615
F -1.51662 6.68350 -18.45407 -0.0829 0.4575 -1.0449
S 0.18654 7.01778 -20.61223 -0.8650 0.9429 -2.1411
O -0.32328 7.40165 -21.92882 0.0418 -0.9769 1.6016
O 0.57478 8.10829 -19.73727 -0.5195 -1.8381 -0.8722
N 1.36627 5.68708 -21.00789 -1.2783 4.2564 4.6023
S 2.63792 6.09083 -20.01410 3.1994 -0.5672 0.2551
O 3.67939 5.13011 -20.32193 -1.1065 0.6033 1.0173
O 3.06865 7.48187 -20.01679 -1.1116 -1.6093 0.0588
C 2.07243 5.71322 -18.12514 -0.6554 0.8723 -1.0118
F 1.19804 6.67656 -17.70347 0.6737 -1.3914 -0.2515
F 1.49495 4.50225 -18.07040 0.1115 0.6398 -0.0080
F 3.09305 5.73501 -17.29141 0.3095 -0.0772 -0.2911
C 0.04789 0.43550 -23.76605 0.1504 1.2245 -0.8790
F -0.45153 -0.45520 -24.64074 0.3956 0.5044 1.0371
F -0.92303 1.21468 -23.28350 0.2371 -0.8567 -0.0431
F 0.70354 -0.17166 -22.77813 -0.6987 -0.1103 -0.3514
S 1.37752 1.55253 -24.67161 1.9812 -2.4228 -0.4163
O 2.55951 1.30225 -23.89072 -0.3219 0.8131 0.4479
O 1.50027 1.01060 -26.03435 -0.3040 1.2921 1.4561
N 0.84998 3.32421 -24.41123 -0.8294 -4.3184 -2.2063
S -0.25701 3.28762 -25.58879 -2.6977 2.8132 -2.4035
O -0.84494 2.04797 -26.03325 0.9409 -0.1162 0.7382
O -1.29126 4.27249 -25.35308 0.9320 0.6874 0.5104
C 0.71858 3.97825 -27.18382 -0.9371 -1.0854 2.4450
F 1.97582 3.59616 -27.05972 0.7107 0.1928 -0.3976
F 0.19776 3.47213 -28.27886 -0.1151 0.1099 -0.3540
F 0.65103 5.30040 -27.19081 0.0212 0.1837 -0.2959
C 1.96746 1.57853 -19.71698 0.1686 0.0212 0.1169
C 1.73410 2.41702 -20.93746 1.3296 0.8098 0.0288
O 2.62507 3.03588 -21.51826 5.5168 0.5075 -0.0768
O 0.68359 2.73757 -21.46060 -7.0681 -0.1446 -0.4191
H 3.02565 1.66759 -19.47122 -0.0375 -0.2675 -0.1105
H 1.66495 0.53822 -19.83676 0.0764 0.0529 -0.2134
H 1.41906 1.97004 -18.86019 -0.2195 0.1478 -0.1937
C 5.19554 5.59018 -24.57906 1.4052 0.2236 0.5791
C 4.06827 5.10272 -23.73294 -2.3235 2.7829 -2.0739
O 3.32659 5.85614 -23.06657 0.4490 3.6682 2.6892
O 3.45549 4.11503 -24.05361 -0.3535 -5.7931 -1.5861
H 5.34252 6.66981 -24.54921 -0.0289 -0.1206 0.5611
H 5.09079 5.35604 -25.63846 -0.2764 -0.5785 0.2340
H 6.08259 5.10189 -24.17557 0.4392 0.1437 -0.3470
C 9.69595 2.50390 -26.11827 1.3145 -1.4698 -0.3469
C 9.15330 3.70719 -25.43256 0.6872 -1.0954 1.0692
C 10.13272 4.58610 -24.58499 -0.4047 -2.3377 -0.6805
O 9.97892 5.85026 -25.17607 -0.5353 1.3101 0.8306
C 8.88537 5.85369 -25.96237 -0.7093 1.8024 -3.3657
O 8.33455 6.81679 -26.52488 1.9857 -2.7125 2.3685
O 8.60846 4.59162 -26.33857 -1.3815 1.2649 -0.1501
H 10.44123 2.63441 -26.90289 0.0841 0.9011 0.0083
H 9.02036 1.79727 -26.60030 -0.7252 0.4108 0.3358
H 10.23848 1.90856 -25.38389 -0.0746 -0.1272 0.2885
H 8.43685 3.38097 -24.67865 -0.7011 -0.1223 -0.4561
H 11.14164 4.17585 -24.62843 0.1982 0.6747 -0.2182
H 9.75277 4.43037 -23.57530 0.3238 1.1901 0.2618
C 6.46490 -0.08118 -25.29974 -0.8371 1.0931 0.2227
C 5.40818 0.60466 -26.25339 1.5657 -1.0424 0.7124
C 5.43831 2.14411 -26.45159 0.1780 -0.1106 2.6732
O 5.88969 2.35106 -27.77632 -0.6598 2.7224 1.5144
C 5.98779 1.24793 -28.39896 0.2640 -3.5147 -4.1342
O 6.22611 1.15398 -29.61488 -0.4181 -0.1203 3.5464
O 5.75556 0.17957 -27.55063 0.3148 0.2503 -2.4572
H 6.41955 -1.16752 -25.37661 -0.0991 0.0866 -0.3726
H 6.17766 0.14434 -24.27274 0.0240 0.1242 0.1438
H 7.49562 0.24608 -25.43616 -0.0428 0.1227 -0.2724
H 4.48954 0.08905 -25.97346 -0.5212 0.8967 -0.2193
H 6.13754 2.60477 -25.75376 0.6767 -0.1687 -0.1617
H 4.54918 2.68247 -26.12340 -0.6495 -0.2636 -1.0438
O 6.84560 8.86963 -25.61026 -0.5733 0.7314 0.3903
H 5.99832 8.45005 -25.75955 -0.0806 -0.0889 -0.2787
H 7.48831 8.18411 -25.79254 0.3995 -0.3540 -0.2108
O 5.25086 8.82761 -22.80534 0.0168 0.1990 0.0537
H 4.67958 8.08629 -22.60456 -0.3803 -0.3722 0.3099
H 5.37724 8.78338 -23.75313 0.3756 0.1630 -0.1766
O 2.60686 7.39033 -26.18004 -0.2729 0.0602 0.2195
H 3.35876 7.08675 -26.68868 0.1139 -0.2712 -0.2010
H 2.93690 8.14345 -25.69002 0.1224 0.3714 0.1537
O 0.84688 6.14178 -24.20699 -0.2765 0.1774 -0.0634
H -0.01916 6.48675 -24.42424 -0.5720 -0.2631 0.0515
H 1.45825 6.74104 -24.63517 0.7893 0.1168 -0.2841
```
Forces are in eV/Å.

Calculated values
E = -5228.3445 Ha
LUMO energy (alpha / beta) = 1.714 / 1.713 eV
2S+1 = 2
net charge = -1
HOMO-LUMO gap (alpha / beta) = 5.52 / 8.98 eV
HOMO level (alpha / beta) = -3.81 / -7.27 eV

---

The following is a DFT calculation (the ωB97M-V functional and the def2-TZVPD basis) of one molecule with the formula C16H26FNO4 in a non-equilibrium geometry.

```
48
Properties=species:S:1:pos:R:3:forces:R:3
C 4.42207 1.23350 -0.64048 -0.2806 -0.2605 0.1831
C 3.11904 0.53010 -0.25246 0.4373 0.6468 -0.0480
C 2.27904 0.13618 -1.46598 0.0669 -0.1636 0.3570
F 2.69153 0.89030 -2.55641 0.0537 0.0726 -0.3684
C 0.77999 0.38339 -1.30605 0.1866 0.5297 -1.0466
C 0.59415 1.91588 -1.22475 -0.4983 -0.0652 1.0435
C -0.44013 2.35958 -0.23302 -0.5181 -1.0127 -0.4962
C -1.56356 3.14027 -0.74969 0.2072 -0.3695 0.1311
O -0.50213 3.72032 -0.02205 0.5571 1.3883 0.4861
N 0.09658 -0.04275 -2.58644 0.0217 -1.5311 0.7939
C -1.11158 -0.72987 -2.24757 -1.4537 -0.7574 -1.3856
O -1.81847 -1.34478 -3.05691 1.7378 1.3713 1.8292
C -1.34245 -0.57665 -0.74168 -0.5660 0.0536 -1.0673
C -2.22836 -1.61140 -0.09887 -0.0153 -0.0101 0.6286
C -2.89760 -1.04692 1.16317 -0.8305 -0.1119 -0.2247
C -4.35747 -0.72700 0.90739 -0.1413 0.0542 0.0755
O -2.80338 -1.98461 2.22387 0.5556 0.0276 0.0096
C 0.10973 -0.54537 -0.28627 -0.2451 -0.0384 0.5408
C 0.43164 -0.50820 1.22244 0.4286 -0.1353 -1.1960
C 1.35888 -1.63807 1.56456 0.2294 1.6954 0.7017
C 1.81287 -1.69468 2.96120 -1.0053 -2.0530 -0.4937
O 0.84330 -2.62429 2.34957 -0.2291 -1.3721 0.1042
H 4.97412 1.48457 0.25610 0.1960 -0.0792 0.2326
H 5.02035 0.57297 -1.25570 0.2690 0.0951 -0.2273
H 4.22352 2.16334 -1.15225 0.0214 0.1248 -0.3392
H 2.57648 1.22576 0.37635 -0.2717 0.0313 0.2002
H 3.38984 -0.31860 0.36156 -0.2225 -0.3404 0.0416
H 2.48028 -0.90440 -1.72963 -0.0862 -0.1909 -0.0722
H 0.25410 2.28702 -2.17661 0.3138 -0.0574 -0.5356
H 1.48300 2.47810 -0.96071 0.4652 -0.2562 -0.0664
H -0.64516 1.70647 0.58920 0.1068 0.0026 0.7837
H -2.49166 3.16716 -0.21050 -0.5084 -0.0136 -0.2473
H -1.47531 3.26306 -1.81429 -0.7067 0.4705 -0.3161
H 0.67779 -0.80174 -2.94533 0.0088 0.4320 -0.9147
H -1.88261 0.37206 -0.67397 0.2825 0.3227 0.2157
H -1.66715 -2.48648 0.21786 0.2012 -0.1596 -0.1102
H -3.01779 -1.94040 -0.76594 0.0822 -0.0950 -0.3762
H -2.43193 -0.10267 1.44859 0.3350 -0.0095 0.2600
H -4.84455 -0.41512 1.82662 -0.0531 0.2075 0.2081
H -4.48314 0.07151 0.18238 0.0254 0.0860 -0.1793
H -4.88672 -1.60469 0.54839 -0.0373 -0.2007 -0.1803
H -3.68035 -2.16210 2.55655 -0.2570 -0.0496 0.1775
H 0.43429 -1.53612 -0.61715 0.2385 -0.2143 0.0306
H 0.96127 0.39348 1.49449 -0.3272 0.4748 0.1643
H -0.43836 -0.68976 1.83708 -0.2932 0.3702 0.1538
H 2.07327 -1.92539 0.81947 0.3204 -0.3377 -0.4801
H 1.22134 -1.25422 3.74154 0.7112 0.9363 0.3612
H 2.70136 -2.27873 3.12230 0.4871 0.4915 0.6579
```
Forces are in eV/Å.

Calculated values
E = -1080.7246 Ha
LUMO energy = 0.634 eV
HOMO-LUMO gap = 10.44 eV
HOMO level = -9.81 eV
SMILES = CC[C@H](F)[C@@]1(C[C@@H]2CO2)NC(=O)[C@@H](C[C@@H](C)O)[C@@H]1C[C@H]1CO1

---

Question: Which of these has the highest E?
Answer: C16H26FNO4

---

Question: Which of these has the highest E?
Answer: C16H26FNO4

---

Question: Look up the E of the third one.
Answer: -5228.3445 Ha

---

Question: Which value of E does entry 4 give?
Answer: -1080.7246 Ha